Density functional theory data (ωB97M-V/def2-TZVPD) for a structure of composition C29H48Ge2I2IrOSSi3 in a non-equilibrium geometry.

Each line ends with the Löwdin charge.
Element x y z (Å)
Ir: -0.13541 -1.23585 0.64567  0.2764
C: -0.61342 -3.42626 -3.58845  -0.1775
S: -0.31279 -3.45579 -1.79493  0.9252
C: -1.56739 -4.70487 -1.37624  -0.1972
O: -0.95161 -2.13350 -1.33115  -0.7343
H: -1.63924 -3.12689 -3.78448  0.0638
H: -0.43414 -4.42292 -3.98333  0.0876
H: 0.07891 -2.73026 -4.05649  0.0750
H: -1.23853 -5.65548 -1.78081  0.0834
H: -2.52540 -4.43103 -1.80327  0.0645
H: -1.64717 -4.77615 -0.29722  0.0364
C: -4.20891 -2.31223 0.85182  -0.1607
Si: -4.20382 -0.93645 -0.45868  0.7233
C: -3.86664 -1.39084 -2.26991  -0.1470
C: -5.33981 0.56815 -0.19239  -0.1624
Ge: -1.86701 0.42846 0.41020  0.7830
Si: -2.20362 1.24252 3.11670  0.7170
C: -0.45452 1.97925 3.22699  -0.1483
C: -2.53181 -0.42283 3.96108  -0.1626
C: -3.66694 2.44928 3.06500  -0.1471
Si: -1.84513 2.79886 -1.18685  0.6725
C: -3.32391 3.93097 -0.82369  -0.1576
C: -0.17989 3.44560 -0.52130  -0.1806
C: -1.95047 1.84891 -2.83724  -0.1767
H: -4.77628 -3.17212 0.50549  0.0634
H: -4.68591 -1.97683 1.76794  0.0417
H: -3.20113 -2.64536 1.08964  0.0014
H: -4.31740 -2.34730 -2.52503  0.0643
H: -2.79603 -1.45833 -2.43872  -0.0094
H: -4.28615 -0.65809 -2.95739  0.0560
H: -6.37621 0.28680 -0.37326  0.0737
H: -5.10123 1.37009 -0.88778  0.0220
H: -5.28539 0.96784 0.81768  0.0248
H: 0.28195 1.34517 2.73320  -0.0079
H: -0.15428 2.09576 4.26566  0.0771
H: -0.41543 2.96629 2.77372  0.0495
H: -1.82623 -1.18796 3.64334  -0.0312
H: -3.53999 -0.77452 3.75693  0.0390
H: -2.45026 -0.31811 5.04109  0.0709
H: -3.59009 3.15426 2.24165  0.0186
H: -3.69469 3.03080 3.98563  0.0738
H: -4.62849 1.94491 2.99568  0.0431
H: -3.38729 4.22106 0.22081  0.0255
H: -4.27853 3.50084 -1.11256  0.0293
H: -3.22611 4.85585 -1.39120  0.0699
H: -0.33899 4.22731 0.22010  0.0509
H: 0.39257 3.90152 -1.32505  0.0624
H: 0.42192 2.65674 -0.06851  -0.0106
H: -2.98118 1.80251 -3.17943  0.0438
H: -1.56586 0.83343 -2.75813  0.0075
H: -1.39284 2.36150 -3.61672  0.0570
C: 5.75626 -3.28316 0.66437  -0.0358
C: 5.94572 -1.91393 0.64766  -0.0291
C: 4.85242 -1.06752 0.52410  -0.1132
C: 3.58921 -1.61567 0.41941  -0.3160
C: 3.38251 -2.97724 0.44753  -0.1505
C: 4.48613 -3.81735 0.56455  -0.0501
Ge: 2.04622 -0.33134 0.07607  0.9519
C: 2.53145 0.23290 -1.80607  -0.2976
C: 1.58177 0.94339 -2.52928  -0.1591
C: 1.92122 1.48695 -3.75689  -0.0698
C: 3.17787 1.25965 -4.29616  -0.0385
C: 4.11564 0.52497 -3.59049  -0.0292
C: 3.78768 -0.00419 -2.35036  -0.0734
C: 2.70928 1.12004 1.34020  -0.3398
C: 3.07915 2.37324 0.88343  -0.1035
C: 3.54552 3.30534 1.80147  -0.0359
C: 3.66053 2.97827 3.13974  -0.0302
C: 3.29238 1.72071 3.58755  -0.0492
C: 2.82735 0.78146 2.67854  -0.1459
H: 6.61239 -3.93797 0.75976  0.1279
H: 6.93158 -1.48477 0.73671  0.1271
H: 5.01039 0.00244 0.51225  0.1153
H: 2.39023 -3.39583 0.35079  0.0263
H: 4.34017 -4.88688 0.55535  0.1170
H: 0.59310 1.07911 -2.10803  0.0386
H: 1.20428 2.09543 -4.28469  0.1032
H: 3.41548 1.63076 -5.28199  0.1253
H: 5.09137 0.33364 -4.01000  0.1265
H: 4.51828 -0.60122 -1.82056  0.0964
H: 3.02709 2.62666 -0.16668  0.1074
H: 3.82670 4.28521 1.45085  0.1234
H: 4.06796 3.69712 3.83940  0.1295
H: 3.38884 1.45700 4.63020  0.1222
H: 2.58576 -0.22060 3.00734  0.1001
I: 0.04059 -3.49043 2.47346  0.1979
I: 0.49569 -5.42089 4.29466  0.3683

HOMO (spin up / spin down) = -17.6256 / -17.6789 eV
2S+1 = 2
total charge = +4
LUMO level (spin up / spin down) = -15.18 / -14.80 eV



Density functional theory data (ωB97M-V/def2-TZVPD) for a structure of composition C29H39N3O2RhSSi3.

Each line ends with the Löwdin charge.
Element x y z (Å)
Rh: -0.21471 0.12655 0.28604  1.1067
O: -2.80130 -0.31718 1.37966  -0.3379
S: -2.16064 -1.20262 2.33827  0.5948
O: -2.25316 -0.88262 3.73071  -0.2666
N: -0.64845 -1.24098 1.77997  -0.2420
C: 0.39287 -2.07388 2.14766  -0.2732
C: 0.45207 -2.96061 3.19305  0.0137
C: 1.59327 -3.77410 3.36193  -0.0400
C: 2.64952 -3.71541 2.49802  -0.0222
C: 2.61834 -2.80657 1.41265  -0.1409
C: 3.64392 -2.70094 0.44860  0.0329
C: 3.51655 -1.81208 -0.58146  -0.0125
C: 2.38459 -0.98848 -0.64238  -0.1075
N: 1.42148 -1.04200 0.25070  0.0142
C: 1.49794 -1.97224 1.26647  -0.1306
C: -2.80713 -2.83595 2.13912  -0.2824
C: -3.89086 -3.19404 2.93102  -0.0432
C: -4.45909 -4.44758 2.76866  -0.0529
C: -3.93773 -5.33574 1.83761  -0.0613
C: -2.84266 -4.97633 1.06428  -0.0626
C: -2.27329 -3.72031 1.21038  -0.0786
H: -0.37426 -3.03539 3.88761  0.1228
H: 1.61878 -4.46207 4.19616  0.1178
H: 3.51560 -4.35015 2.62797  0.1203
H: 4.51686 -3.33605 0.53263  0.1324
H: 4.27398 -1.70698 -1.34472  0.1226
H: 2.28658 -0.26027 -1.42764  0.0631
H: -4.27368 -2.49899 3.66585  0.1216
H: -5.30636 -4.73384 3.37672  0.1144
H: -4.38004 -6.31623 1.72236  0.1117
H: -2.42440 -5.67755 0.35439  0.1100
H: -1.40511 -3.44721 0.62481  0.0995
C: -1.49020 2.50848 1.60605  -0.1758
Si: -1.06909 2.83707 -0.21326  0.3923
C: -2.51077 2.08302 -1.17709  -0.1675
C: -1.05983 4.66770 -0.57894  -0.1576
C: 0.53595 1.90131 -0.59319  -0.5382
Si: 1.98182 2.76202 0.28010  0.4027
C: 2.47235 4.23827 -0.77456  -0.1559
C: 3.51661 1.70723 0.53541  -0.1713
C: 1.58088 3.39819 1.99581  -0.1759
Si: 0.81011 1.71396 -2.42496  0.4763
C: 0.11307 3.03313 -3.55058  -0.1598
C: 2.55051 1.38768 -3.08858  -0.1645
C: -0.21652 0.13485 -2.69307  -0.2634
C: -0.60021 -0.39350 -3.91997  -0.0336
C: -1.50386 -1.43948 -3.98987  -0.0223
C: -2.03787 -1.93836 -2.81131  -0.0154
C: -1.61878 -1.40240 -1.61285  -0.0831
N: -0.71357 -0.41301 -1.56369  -0.0743
H: -2.55473 2.29320 1.70186  0.0418
H: -1.26404 3.40093 2.19279  0.0402
H: -0.96867 1.69313 2.12429  0.0107
H: -3.33107 2.80641 -1.14448  0.0502
H: -2.89049 1.16620 -0.71954  0.0159
H: -2.30402 1.88389 -2.22973  0.0211
H: -2.06232 5.07088 -0.41837  0.0479
H: -0.78990 4.85724 -1.61849  0.0260
H: -0.37318 5.23041 0.05502  0.0310
H: 2.88526 3.95357 -1.74367  0.0273
H: 3.24674 4.80837 -0.25510  0.0471
H: 1.63466 4.91588 -0.95175  0.0224
H: 3.99842 1.37040 -0.38355  0.0167
H: 3.33300 0.83555 1.16800  0.0287
H: 4.24243 2.33198 1.06338  0.0457
H: 0.80932 4.16744 2.02082  0.0236
H: 2.49641 3.84758 2.39021  0.0444
H: 1.28995 2.60518 2.68713  0.0384
H: 0.71516 3.94041 -3.45042  0.0443
H: -0.92768 3.29060 -3.36152  0.0267
H: 0.19816 2.71058 -4.59186  0.0434
H: 3.34129 1.52285 -2.35018  0.0130
H: 2.74636 2.09227 -3.89900  0.0452
H: 2.65375 0.38325 -3.50632  0.0400
H: -0.19440 0.04243 -4.82399  0.1180
H: -1.80409 -1.84670 -4.94615  0.1221
H: -2.77391 -2.72941 -2.80485  0.1218
H: -2.02246 -1.73284 -0.66712  0.0896

HOMO (spin up / spin down) = -11.0129 / -11.0129 eV
total charge = +1
LUMO level (spin up / spin down) = -4.03 / -4.03 eV



Density functional theory data (ωB97M-V/def2-TZVPD) for a cluster of 13 separate species, C24H52N13O25 in total in a non-equilibrium geometry.

Each line ends with the Löwdin charge.
Element x y z (Å)
O: 0.53633 3.47625 1.50206  0.1159
C: -0.04288 2.51775 1.06629  -0.3335
C: -1.53064 2.24159 1.51494  -0.0455
C: -2.32865 1.31386 0.55188  -0.2284
C: -2.88893 2.09670 -0.71251  -0.0991
C: -4.03540 1.04536 -1.13712  -0.1373
C: -4.64669 0.76632 0.27926  -0.0941
N: -3.48957 0.59731 1.24463  0.0873
C: 0.61120 1.48958 0.10760  -0.1592
C: 0.61927 1.77009 -1.31174  -0.0558
C: 1.19874 0.76897 -2.19747  -0.0708
C: 1.71691 -0.44305 -1.59916  -0.0538
C: 1.72310 -0.72195 -0.16982  -0.0385
C: 1.14665 0.27647 0.70908  -0.0113
H: -2.00939 3.25396 1.62223  0.1117
H: -1.47790 1.83279 2.56038  0.1088
H: -1.81508 0.45723 0.05635  0.1620
H: -3.19541 3.15920 -0.57163  0.1254
H: -2.20982 2.06165 -1.60488  0.1171
H: -3.61630 0.17605 -1.70001  0.1054
H: -4.64467 1.59765 -1.89133  0.1288
H: -5.23118 1.60192 0.73339  0.1479
H: -5.11486 -0.24594 0.22783  0.1196
H: -3.25055 -0.39968 1.14017  0.1444
H: -3.64332 0.78518 2.23746  0.1721
H: 0.16134 2.72558 -1.64856  0.1172
H: 1.21608 0.98238 -3.30211  0.0906
H: 2.12894 -1.21505 -2.28099  0.1067
H: 2.10266 -1.65917 0.27844  0.0819
H: 1.07694 0.16743 1.80992  0.0971
C: -7.04304 -1.96122 -2.25505  0.0525
N: -5.65576 -1.75638 -2.75289  -0.4299
O: -4.76165 -1.67209 -1.92195  0.0171
O: -5.50952 -1.68740 -3.95049  0.1008
H: -7.02249 -2.00383 -1.16999  0.0902
H: -7.64172 -1.12031 -2.59799  0.1049
H: -7.40531 -2.89820 -2.67143  0.1068
C: 3.24485 -1.51004 4.47957  0.0345
N: 2.55123 -2.32690 3.44840  -0.4272
O: 2.92055 -2.20303 2.29179  0.0319
O: 1.66398 -3.06033 3.83137  0.0731
H: 4.00731 -0.90871 3.99240  0.0888
H: 2.49749 -0.87714 4.95348  0.1004
H: 3.69308 -2.19295 5.19535  0.0915
C: 3.46918 3.27885 -2.34614  0.0389
N: 4.64392 3.09661 -3.24042  -0.4445
O: 5.02978 1.95949 -3.43510  0.0587
O: 5.13506 4.10230 -3.71548  0.0609
H: 3.13973 2.30605 -2.00005  0.0637
H: 3.78589 3.89889 -1.50996  0.1060
H: 2.68922 3.76696 -2.92651  0.1004
C: 6.91273 -2.44641 0.85704  0.0482
N: 6.66533 -2.32774 2.31855  -0.4493
O: 7.01387 -1.29713 2.86625  0.0499
O: 6.13026 -3.27142 2.86255  0.0618
H: 7.39193 -1.53611 0.50925  0.0951
H: 7.55945 -3.30711 0.70307  0.1027
H: 5.94892 -2.58575 0.37261  0.0998
C: -2.39519 -0.94035 4.95035  0.0566
N: -1.71527 -0.80411 3.63268  -0.4128
O: -2.14203 -1.47236 2.70141  0.0513
O: -0.77788 -0.03554 3.57384  0.0560
H: -3.20475 -1.65512 4.85397  0.0779
H: -1.65542 -1.29085 5.66644  0.1189
H: -2.77645 0.04125 5.22618  0.1091
C: -6.04092 -3.24090 6.50419  0.0322
N: -4.65277 -2.79992 6.80636  -0.4366
O: -4.47892 -1.62407 7.08723  0.0416
O: -3.78301 -3.64475 6.75282  0.0772
H: -6.70458 -2.38417 6.59200  0.1003
H: -6.04694 -3.63049 5.49607  0.0713
H: -6.30456 -4.00765 7.22375  0.0861
C: 3.24507 1.93455 -7.17781  0.0394
N: 2.71745 1.35501 -5.91533  -0.4225
O: 1.90077 2.01371 -5.28797  0.0301
O: 3.13527 0.26509 -5.59323  0.0793
H: 2.78560 2.90499 -7.33628  0.0967
H: 4.32237 2.03141 -7.06702  0.0884
H: 2.99135 1.25304 -7.98291  0.0648
C: -7.25302 -7.38099 4.80609  0.0561
N: -6.73875 -6.20939 5.56459  -0.4158
O: -7.25843 -5.96608 6.63528  0.0745
O: -5.82852 -5.57910 5.05155  0.0364
H: -8.05299 -7.84231 5.37747  0.0988
H: -7.62106 -7.01644 3.84981  0.1024
H: -6.42477 -8.07293 4.67177  0.1060
C: 5.68124 0.86743 6.60875  0.0504
N: 4.97827 -0.05242 7.54418  -0.4395
O: 4.65802 -1.14872 7.11914  0.0476
O: 4.77513 0.35782 8.66663  0.0787
H: 5.79451 0.37075 5.64896  0.0850
H: 5.07268 1.76371 6.51155  0.1016
H: 6.65213 1.09576 7.04184  0.1043
C: 1.88060 1.04222 -11.86888  0.0508
N: 1.63238 1.17934 -10.40888  -0.4384
O: 1.98870 2.21382 -9.87017  0.0420
O: 1.09047 0.24704 -9.85402  0.0791
H: 2.36717 1.94486 -12.22632  0.0950
H: 2.52105 0.17463 -12.01187  0.1044
H: 0.91679 0.90471 -12.35340  0.1029
C: -2.99713 5.90629 3.16856  0.0506
N: -3.67734 4.95909 4.09344  -0.4461
O: -3.98267 3.85840 3.65554  0.0183
O: -3.88094 5.34737 5.21930  0.0955
H: -2.88083 5.42789 2.20081  0.0779
H: -3.62291 6.79218 3.08871  0.1060
H: -2.02784 6.14611 3.59970  0.1089
C: 6.52618 0.89080 -8.61295  0.0417
N: 5.88473 -0.33857 -9.15435  -0.4439
O: 6.50714 -0.97800 -9.97674  0.0770
O: 4.77663 -0.61436 -8.73002  0.0541
H: 7.50143 1.01133 -9.07494  0.0967
H: 5.87857 1.73082 -8.85394  0.0912
H: 6.62299 0.76284 -7.53671  0.1044

HOMO = -11.2842 eV
total charge = +1
LUMO level = -2.72 eV



Density functional theory data (ωB97M-V/def2-TZVPD) for a cluster of 2 separate species, C4H7N3 in total in a non-equilibrium geometry.

Each line ends with the Löwdin charge.
Element x y z (Å)
C: 0.53959 -0.01169 -1.93994  -0.1093
C: -0.58043 -0.52450 -1.07506  -0.2058
C: -0.40605 -1.34147 -0.07541  -0.2261
N: -0.25052 -2.21567 0.74573  0.1806
H: 0.46935 1.06976 -2.06514  0.0645
H: 0.48884 -0.46340 -2.93120  0.0706
H: 1.50475 -0.25591 -1.50213  0.0768
H: -1.58835 -0.26267 -1.36286  0.1063
H: -0.10924 -2.02616 1.72996  0.0491
N: 0.19316 0.01259 3.14554  0.1233
C: 0.03602 0.75866 2.28836  -0.4070
N: -0.21675 1.61103 1.31821  0.1130
H: -0.40332 1.18663 0.41492  0.0571
H: 0.32294 2.46280 1.30903  0.1070

HOMO = -8.9095 eV
SMILES = CC=C=N.N#CN
LUMO level = 0.61 eV



The evaluated E_tot for the records listed, in turn: -199395.652 -76744.699 -96249.015 -8729.998 eV.